#w
Computed, not measured: one molecule with the formula C9H15N3O6, with wB97M-V/def2-TZVPD.

```
33
C9H15N3O6 (wB97M-V/def2-TZVPD)
N -4.954 -0.266 0.343
C -3.669 -0.228 0.667
O -3.321 -0.202 1.835
C -2.822 -0.102 -0.605
C -1.457 0.404 -0.545
N -0.396 -0.297 0.277
C 0.337 -1.350 -0.261
O 0.049 -1.722 -1.334
C 1.644 -1.755 0.290
N 2.474 -2.302 -0.664
C 2.210 -0.488 1.051
C 2.688 0.688 0.150
C 4.103 1.086 0.178
O 4.960 0.278 0.334
O 4.391 2.468 0.286
C -1.401 1.944 -0.508
O -0.328 2.489 -0.306
O -2.478 2.731 -0.598
H -5.363 -0.439 -0.571
H -5.480 -0.269 1.222
H -2.822 -1.122 -0.902
H -3.237 0.528 -1.379
H -0.840 0.083 -1.374
H -0.161 -0.168 1.243
H 1.365 -2.455 1.046
H 1.864 -2.563 -1.496
H 3.176 -3.050 -0.349
H 3.065 -0.855 1.727
H 1.551 -0.091 1.769
H 1.916 1.438 0.385
H 2.575 0.482 -0.986
H 3.621 2.978 -0.142
H -3.261 2.127 -0.783
```

Net charge ... 0
SMILES ... NC(=O)C[C@H](NC(=O)[C@@H](N)CCC(=O)O)C(=O)O
E_LUMO ... 0.079 eV
E_HOMO ... -9.24 eV
Gap between HOMO and LUMO ... 0.342 Ha
Spin multiplicity ... 1

Löwdin atomic charge list, values in e, 5 entries: 0.16 -0.55 0.07 -0.08 -0.19

***

#x
Computed, not measured: C9H15N3O6 as an isolated structure, with wB97M-V/def2-TZVPD.

```
33
C9H15N3O6 (wB97M-V/def2-TZVPD)
C -2.812 -0.496 0.166
C -1.710 0.443 0.788
C -2.233 -1.437 -0.895
C -0.839 -1.921 -0.439
C 0.380 1.619 0.510
C 0.877 2.853 -0.301
C 1.346 0.574 1.098
C 2.248 0.006 -0.167
C 2.996 -1.223 -0.002
H -4.208 1.022 0.250
H -3.992 0.495 -1.605
H -3.070 -1.107 1.110
H -2.020 -0.890 -1.765
H -3.013 -2.063 -1.199
H 1.079 -2.447 -0.585
H -0.910 1.845 -1.115
H -0.030 2.159 1.310
H 0.579 -0.375 1.332
H 1.983 0.899 2.178
H 3.032 0.771 -0.372
H 1.593 -0.101 -0.970
H 2.878 -3.176 0.460
H 1.598 -2.199 1.160
H 2.058 4.192 -0.601
N -4.004 0.131 -0.385
N -0.740 1.005 -0.161
N 2.352 -2.413 0.229
O -1.609 0.662 1.948
O -0.600 -2.040 0.743
O 0.246 -2.186 -1.264
O 0.247 3.347 -1.374
O 4.223 -1.317 -0.187
O 2.073 3.368 0.103
```

Net charge ... 0
E_LUMO ... 0.340 eV
E_HOMO ... -9.56 eV
Gap between HOMO and LUMO ... 0.364 Ha
Spin multiplicity ... 1

Löwdin atomic charge list, values in e, 5 entries: -0.37 -0.43 -0.06 -0.45 -0.34

***

Which structure above is the least stable one? #x is the least stable one.